DFT (ωB97M-V with the def2-TZVPD basis set) results for a structure of composition C47H64F6IrN3O2P.

Properties
- calculated total energy (eV) = -86783.434
- energy above the lowest of the compared OMol25 structures with the same formula, charge and spin (kcal/mol) = 0.0
- M (g/mol) = 1040.227
- expectation value of S² = 0.763
- HOMO-LUMO gap (spin up / spin down) (eV) = 7.6 / 6.2
- lowest unoccupied orbital energy (spin up / spin down) (eV) = 0.041 / -1.338
- 2S+1 = 2

XYZ file:
```
124
Properties=species:S:1:pos:R:3:forces:R:3
C 1.4539 3.1739 0.4097 -0.1 -0.1 0.1
H 2.6984 0.2068 -1.2284 0.0 0.0 0.0
H 0.0323 -2.8545 5.3318 0.0 0.0 0.0
H -3.3572 -2.3017 -0.6871 0.0 0.0 0.0
C -1.3001 -1.5637 6.4225 0.0 0.1 0.0
H -5.5423 0.3899 2.2712 0.0 0.0 0.0
H 5.8937 6.7991 -0.3265 0.0 0.0 0.0
H 3.8906 -0.2170 3.8257 0.0 0.0 0.0
H 0.1931 2.5746 -2.6675 -0.1 -0.1 0.0
H 0.9573 2.2928 5.0305 0.0 0.0 0.0
H -5.0781 -1.8808 -0.6862 0.0 0.0 0.0
H 2.2814 7.2630 -0.0185 0.0 0.0 0.0
H -3.0782 -3.4278 2.0547 0.0 0.0 0.0
H 6.0682 5.2605 0.5143 0.0 0.0 0.0
C -4.6842 2.1147 1.3685 0.0 0.0 0.0
C 0.5147 4.3870 4.8579 0.0 0.0 0.0
C 0.4642 1.7857 -1.9613 0.0 0.0 0.1
H -7.2143 1.6901 2.5578 0.0 0.0 0.0
H 3.8035 7.8565 -0.6754 0.0 0.0 0.0
H 3.1816 6.8667 2.2853 0.0 0.0 0.0
F 1.7651 -2.2389 3.1816 0.8 -0.6 -0.1
C 0.3342 0.3971 -2.5375 0.0 0.0 0.1
C -1.4041 3.6285 2.9994 -0.2 -0.1 0.1
C -1.2432 4.9676 3.3236 0.0 0.0 0.0
H 1.4876 1.9642 -1.6359 0.0 0.1 0.0
H 4.9649 3.8590 1.7394 0.0 0.0 0.0
C -3.8998 -0.2044 1.0673 -0.1 0.0 -0.1
C 0.3457 3.0471 4.5503 0.1 0.0 -0.1
Ir -0.0151 0.1848 0.3302 -0.1 -0.1 -0.2
H -7.1078 2.9159 0.3430 0.0 0.0 0.0
H -1.9957 -2.1430 1.5225 0.0 0.0 0.0
C -1.7357 0.5888 5.4374 0.0 0.0 -0.1
C -2.9477 -2.3435 2.0089 0.1 0.0 -0.1
C 5.4169 5.8329 -0.1469 0.0 0.0 0.0
C 4.1618 6.7259 1.8253 0.0 0.0 0.0
O 1.8139 0.8359 0.8827 -0.1 -0.1 0.0
H 0.3640 -1.2480 3.4811 -0.8 0.5 0.7
C 3.2269 6.9532 -0.4687 0.0 0.0 0.0
H 5.9946 1.4882 1.2034 0.0 0.0 0.0
H -0.6111 2.9980 0.9682 0.0 0.1 -0.1
H 0.9313 0.2751 -3.4446 0.1 0.0 0.0
C 2.1920 2.1045 0.9629 0.0 0.1 -0.1
C -5.3915 -1.9957 2.0679 0.0 0.0 0.0
H -2.1839 3.3148 2.3145 0.1 0.0 0.0
C -5.6727 3.1191 1.9635 0.0 0.0 0.0
C -4.2814 -2.3653 -0.1162 0.0 0.0 0.0
C -1.9394 -0.3267 6.4553 0.0 -0.1 0.0
C -0.0057 3.0618 0.0705 0.1 0.0 -0.1
H 2.4914 -1.4647 -0.7198 0.0 0.0 0.0
C -6.5992 2.4772 2.9967 0.0 0.0 0.0
H 0.4682 -2.1879 -2.8356 0.0 0.0 0.0
H 2.4416 0.7574 3.5470 0.0 0.0 0.0
H -1.8793 5.7121 2.8619 0.0 0.0 0.0
H -1.9807 3.0349 -1.4893 0.0 0.0 0.0
H -2.2231 1.5553 5.4636 0.0 0.0 0.0
C 4.0227 6.0352 0.4611 0.0 0.0 0.0
H -5.5160 -3.0765 2.1533 0.0 0.0 0.0
H -1.4542 -2.2685 7.2293 0.0 0.0 0.0
C -6.5361 3.7039 0.8366 0.0 0.0 0.0
H -6.0362 2.0506 3.8297 0.0 0.0 0.0
C 3.3351 4.6859 0.6511 0.0 0.0 0.0
H -2.5907 -0.0744 7.2819 0.0 0.0 0.0
H 0.4733 -2.6388 -1.1162 0.0 0.0 0.1
H -3.6375 3.5871 0.1891 0.0 0.0 0.0
C 4.2107 1.4118 2.4537 0.0 0.0 0.0
H 5.3013 1.4398 4.3170 0.0 0.0 0.0
C 3.3217 0.3216 3.0646 0.1 0.0 0.0
F 0.0381 -3.5282 2.5157 0.1 -0.2 0.1
C 5.3137 0.7442 1.6235 0.0 0.0 0.0
C -0.2749 5.3489 4.2409 0.0 0.0 0.0
H 5.6378 2.8524 3.3320 0.0 0.0 0.0
H -4.3328 3.8777 3.5033 0.0 0.0 0.0
H -0.7001 0.1686 -2.7840 0.0 0.0 -0.1
H 1.2629 4.6806 5.5823 0.0 0.0 0.0
H 4.0952 2.7287 4.1862 0.0 0.0 0.0
C -2.8554 0.2733 0.2575 0.1 0.0 0.0
C -4.7644 0.7444 1.6126 0.0 0.0 0.1
H -5.3325 -1.5906 3.0809 0.0 0.0 0.0
H 4.7695 6.1290 2.5076 0.0 0.0 0.0
C -4.9117 4.2569 2.6581 0.0 0.0 0.0
C -0.7104 1.2155 3.2481 -0.3 0.0 0.5
F 2.7747 -2.5608 1.1875 0.1 -0.1 0.1
H -0.3180 3.9589 -0.4733 0.1 0.0 0.0
H -4.5419 -3.4190 0.0061 0.0 0.0 0.0
C -0.9061 0.2519 4.3688 0.0 -0.4 0.1
H -0.9398 -1.8065 -1.7969 0.0 0.0 0.0
H -5.9223 4.1963 0.0805 0.0 0.0 0.0
H -4.2237 4.7611 1.9767 0.0 0.0 0.0
H 2.5515 -1.0816 -2.4619 0.0 0.0 0.0
H 3.0112 6.4666 -1.4221 0.0 0.0 0.0
O -1.8804 -0.5157 -0.2262 0.1 0.0 0.1
P 1.4558 -3.1373 1.8969 -0.2 -0.1 -0.5
C -1.8373 2.0103 -1.1384 -0.1 0.0 0.0
H -2.9083 -1.9686 3.0294 0.1 0.1 0.2
C -4.1220 -1.7063 1.2639 0.0 0.0 0.0
F 1.0654 -3.8811 0.5272 0.0 0.0 0.1
N -0.3941 1.8761 -0.7414 0.2 -0.1 0.1
H -7.2376 4.4405 1.2356 0.0 0.0 0.0
C -0.2788 -0.9950 4.3268 -0.1 0.4 -0.4
N -0.6664 0.8230 2.0674 0.4 0.0 -0.4
C 3.9793 3.6598 1.3402 0.0 0.0 0.1
C 4.8500 2.1626 3.6352 0.0 0.0 0.0
C -3.7062 2.5419 0.4768 0.0 0.0 0.0
H 5.8937 0.0559 2.2430 0.0 0.0 0.0
H 4.8775 0.1700 0.8034 0.0 0.0 0.0
C 3.4361 2.4039 1.5699 0.1 0.1 0.0
H 2.9812 -0.3953 2.3278 0.1 0.1 0.1
H -0.1410 6.3949 4.4839 0.0 0.0 0.0
C -0.5998 2.6694 3.6003 0.1 0.0 0.0
C -2.8164 1.6373 -0.0751 0.1 -0.1 0.0
H -7.2739 3.2352 3.3994 0.0 0.0 0.0
F 0.6183 -1.7157 1.2395 -0.2 0.2 -0.1
N 0.7473 -0.5823 -1.4986 -0.1 0.0 0.1
H -1.9962 1.3344 -1.9741 0.0 0.0 -0.1
C -0.4669 -1.8953 5.3647 0.0 0.1 -0.1
H 1.4444 5.2052 -0.2202 0.0 0.0 0.0
C 2.2219 -0.7367 -1.4784 0.0 0.1 -0.1
H -5.6126 5.0058 3.0340 0.0 0.0 0.0
C 0.1414 -1.8980 -1.8326 0.1 0.1 -0.1
H 4.6363 7.7045 1.7152 0.0 0.0 0.0
H 5.3515 5.3002 -1.0976 0.0 0.0 0.0
F 2.1933 -4.4109 2.4795 -0.1 0.2 0.0
C 2.0407 4.4260 0.2401 0.0 0.0 0.1
H -6.2843 -1.5941 1.5828 0.0 0.0 0.0
```
Positions in Å, forces in eV/Å.

These are the Mulliken partial charges, in e, on atoms 1 to 99:
1 C 0.66
2 H 0.31
3 H 0.46
4 H 0.03
5 C -0.75
6 H 0.67
7 H 0.47
8 H 0.73
9 H 0.44
10 H 0.49
11 H 0.35
12 H 0.34
13 H 0.61
14 H 0.29
15 C -0.02
16 C -0.99
17 C -0.67
18 H 0.42
19 H 0.45
20 H 0.31
21 F -0.24
22 C -1.17
23 C 0.18
24 C -0.98
25 H 0.31
26 H 0.22
27 C -0.10
28 C -0.21
29 Ir 3.45
30 H 0.36
31 H -0.23
32 C -0.58
33 C -1.38
34 C -1.64
35 C -1.58
36 O 0.09
37 H -0.21
38 C -2.03
39 H 0.31
40 H -0.70
41 H 0.60
42 C 0.74
43 C -2.54
44 H 0.48
45 C 2.06
46 C -1.57
47 C -0.80
48 C -1.52
49 H 0.15
50 C -2.15
51 H 0.43
52 H -0.01
53 H 0.49
54 H 0.55
55 H 0.54
56 C 1.76
57 H 0.46
58 H 0.40
59 C -1.73
60 H 0.39
61 C -0.42
62 H 0.46
63 H 0.25
64 H 0.44
65 C 2.65
66 H 0.50
67 C -1.67
68 F -0.37
69 C -1.81
70 C -0.80
71 H 0.42
72 H 0.25
73 H 0.35
74 H 0.46
75 H 0.32
76 C -0.59
77 C -0.21
78 H 0.45
79 H 0.31
80 C -1.59
81 C 0.22
82 F -0.40
83 H 0.78
84 H 0.52
85 C -0.07
86 H 0.33
87 H 0.31
88 H 0.25
89 H 0.42
90 H 0.38
91 O -1.35
92 P 1.55
93 C -1.93
94 H 0.30
95 C 2.76
96 F -0.43
97 N 0.35
98 H 0.47
99 C 0.88